No. 1
One molecule with the formula CH4NOP in a non-equilibrium geometry, computed with the ωB97M-V functional and the def2-TZVPD basis.

Positions of all 8 atoms, in Å:
C -0.3173 0.3705 0.7483
N -0.5770 1.0068 -0.4778
O 0.1418 1.9840 -0.8069
P 0.2404 -1.5204 -0.1475
H -1.2103 0.1134 1.3572
H 0.5613 0.6325 1.4544
H 1.4490 -1.0684 -0.5942
H -0.2880 -1.5183 -1.5335

Forces on atoms 1 to 6 (eV/Å):
1.7868 -2.5787 0.7360
0.8113 3.3176 -1.1188
-1.3718 -2.7851 1.2089
-1.4946 0.7604 0.4789
0.3595 0.2089 -0.9131
-1.2086 0.0935 -1.4914

## Properties
Energy = -13924.121 eV
ΔE to the lowest compared entry with this formula, charge and spin = 4.4118 eV
SMILES = O=NCP
Orbital gap = 8.849 eV
Lowest unoccupied orbital energy = -0.439 eV



No. 2
C38H33F7N2OOsTe as an isolated structure in a non-equilibrium geometry, computed with the ωB97M-V functional and the def2-TZVPD basis.

Positions of all 83 atoms, in Å:
Os -1.0226 -1.4100 -1.8900
F -2.9042 -6.4409 -1.9183
C -3.0304 -5.1718 -2.3205
C -2.0795 -4.2526 -1.9222
C -2.2274 -2.9372 -2.3425
C -3.3112 -2.5738 -3.1761
C -4.2285 -3.5550 -3.5416
F -5.2761 -3.2279 -4.3163
C -4.1143 -4.8611 -3.1264
C -3.3669 -1.1564 -3.5221
C -4.2052 -0.5544 -4.4577
C -4.1841 0.8135 -4.6199
C -3.3321 1.5897 -3.8359
C -2.4879 0.9554 -2.9666
N -2.4782 -0.3877 -2.8182
H -1.2536 -4.5718 -1.2994
H -4.8395 -5.6064 -3.4168
H -4.8602 -1.1788 -5.0421
H -4.8300 1.2800 -5.3514
H -3.3098 2.6667 -3.9092
H -1.7917 1.5054 -2.3485
F 1.6065 -1.3566 -2.9184
C 0.4217 -1.9679 -3.3061
F 0.6968 -3.2959 -3.3704
C 0.1814 -1.4807 -4.7485
F 0.1041 -0.1435 -4.7776
F -0.9682 -1.9726 -5.2254
F 1.1678 -1.8621 -5.5529
C 0.5486 5.8758 6.2306
C 0.3054 4.8625 5.1487
C 0.4390 5.2006 3.8057
C 0.2369 4.2741 2.7929
C 0.3883 4.7011 1.3574
C -0.1128 2.9675 3.1638
Te -0.4798 1.5712 1.6441
N -0.9006 -1.0213 -0.1278
C -0.2840 -1.6096 0.9090
O -0.0616 -1.0383 1.9798
C 0.1931 -2.9927 0.6067
C -0.2844 -4.1080 1.2822
C 0.1709 -5.3647 0.9132
C 1.1107 -5.5063 -0.1029
C 1.5986 -4.3898 -0.7652
C 1.1339 -3.1286 -0.4122
C 1.4570 1.3515 0.8732
C 1.6769 1.4881 -0.5016
C 0.5996 1.7889 -1.5076
C 2.9688 1.2901 -0.9810
C 4.0189 0.9593 -0.1406
C 5.4064 0.7387 -0.6713
C 3.7588 0.8190 1.2193
C 2.4928 1.0005 1.7543
C 2.2992 0.8147 3.2334
C -0.2763 2.5941 4.4989
C -0.6682 1.2113 4.9460
C -0.0577 3.5630 5.4723
H 0.6080 6.8851 5.8275
H 1.4864 5.6676 6.7486
H -0.2469 5.8515 6.9752
H 0.7055 6.2165 3.5382
H 0.6013 5.7666 1.2968
H -0.5244 4.5204 0.7820
H 1.2058 4.1724 0.8627
H -1.0092 -3.9941 2.0774
H -0.2046 -6.2425 1.4218
H 1.4609 -6.4925 -0.3763
H 2.3374 -4.4944 -1.5477
H 1.5385 -2.2454 -0.9016
H -0.2620 2.2829 -1.0559
H 0.2682 0.8499 -1.9653
H 0.9704 2.4189 -2.3156
H 3.1483 1.3885 -2.0457
H 5.4583 0.9163 -1.7439
H 5.7328 -0.2848 -0.4818
H 6.1192 1.4028 -0.1811
H 4.5684 0.5477 1.8877
H 3.1207 0.2326 3.6467
H 1.3775 0.2770 3.4637
H 2.2733 1.7754 3.7519
H -0.9604 0.5448 4.1318
H -1.5083 1.2630 5.6385
H 0.1574 0.7253 5.4694
H -0.1778 3.2901 6.5152

Forces on atoms 1 to 6 (eV/Å):
-0.5721 -1.0273 0.0672
0.0270 0.0106 0.0214
-0.1378 -0.1198 -0.0337
-0.0519 0.2142 -0.0038
-0.0273 -0.2908 -0.5616
0.2190 -0.0698 0.1596

## Properties
Energy = -73744.811 eV
ΔE to the lowest compared entry with this formula, charge and spin = 0.0000 eV
Orbital gap (spin up / spin down) = 6.446 / 5.801 eV
Spin multiplicity = 2
Total charge = +1
Lowest unoccupied orbital energy (spin up / spin down) = -4.067 / -4.712 eV



No. 3
C19H16BrCrF5N4O3Te as an isolated structure in a non-equilibrium geometry, computed with the ωB97M-V functional and the def2-TZVPD basis.

Positions of all 50 atoms, in Å:
Cr 0.6115 0.2677 0.0813
C -1.0966 2.2187 3.4873
C -0.4865 1.2470 2.5461
N -0.6344 1.2884 1.2763
N -1.5125 2.1669 0.6776
C -1.4496 1.9454 -0.5955
O -0.6473 0.9907 -1.0585
C -2.2827 2.6859 -1.5426
C -2.5070 2.1770 -2.8174
C -3.3085 2.8790 -3.7033
C -3.8788 4.0836 -3.3150
C -3.6499 4.5937 -2.0424
C -2.8547 3.8960 -1.1518
C 0.3075 0.0866 2.9937
C 0.6609 -0.1057 4.3034
C 1.3961 -1.2388 4.6488
C 1.7171 -2.1384 3.6607
C 1.3231 -1.8728 2.3543
N 0.6356 -0.7872 2.0109
H -1.8252 2.8338 2.9711
H -0.3106 2.8641 3.8893
H -1.5721 1.7038 4.3221
H -2.0716 1.2289 -3.0989
H -3.4847 2.4899 -4.6971
H -4.5084 4.6284 -4.0063
H -4.0887 5.5377 -1.7490
H -2.6618 4.2837 -0.1610
H 0.3785 0.6259 5.0467
H 1.7101 -1.3991 5.6712
H 2.2987 -3.0260 3.8640
H 1.5968 -2.5606 1.5659
O 1.8834 -5.0824 -2.8220
C 1.3242 -3.9891 -2.3059
C 0.9367 -3.9820 -0.8818
C 0.2357 -2.7428 -0.5140
N 0.1597 -1.6304 -1.2529
C 0.5405 -1.7362 -2.5360
Br 0.3127 -0.3288 -3.7294
C 1.0872 -2.9116 -3.0884
H 2.1465 -5.7071 -2.1323
H 0.3738 -4.8772 -0.6004
H -0.2911 -2.7226 0.4305
H 1.3565 -2.9375 -4.1339
F 3.9949 -1.3823 -1.7400
Te 3.2289 -0.6412 -0.1862
F 4.4404 0.6900 -0.5124
F 2.0503 0.3844 -1.5150
F 2.1342 -4.0763 -0.0820
F 4.2200 -0.7770 1.4264
O 2.0613 0.8556 0.7443

Forces on atoms 1 to 6 (eV/Å):
-0.7944 0.7888 0.2896
-0.0296 -0.0226 0.0258
-0.0172 -0.2192 0.2384
-0.1265 0.0780 -0.3312
0.4173 -0.2016 0.3318
0.1137 -0.2141 -0.3136

## Properties
Energy = -151402.582 eV
Orbital gap (spin up / spin down) = 5.686 / 6.877 eV
Spin multiplicity = 4
Total charge = +1
Lowest unoccupied orbital energy (spin up / spin down) = -5.607 / -4.944 eV



No. 4
C15H31NO25S6 as an isolated structure in a non-equilibrium geometry, computed with the ωB97M-V functional and the def2-TZVPD basis.

Positions of all 78 atoms, in Å:
C -24.6292 -11.8943 -16.8940
C -23.3419 -12.6403 -16.6243
O -22.2726 -12.1464 -17.3558
S -22.7246 -11.0313 -18.5005
O -23.0113 -11.6573 -19.7925
O -21.9774 -9.8044 -18.3312
O -24.1616 -10.7898 -17.6857
H -25.1963 -11.6187 -16.0049
H -25.3850 -12.4659 -17.4327
H -23.2185 -13.7220 -16.6774
H -22.9935 -12.4677 -15.6060
C -23.1017 -7.3267 -18.9471
C -23.8884 -8.2413 -17.9406
O -24.7049 -9.1479 -18.7045
S -24.5316 -8.6988 -20.3252
O -25.8314 -8.5799 -20.9787
O -23.5025 -9.5791 -20.9218
O -23.9140 -7.2005 -20.0171
H -22.1863 -7.8887 -19.1327
H -22.9772 -6.4045 -18.3795
H -24.5311 -7.7479 -17.2115
H -23.1836 -8.8010 -17.3256
C -24.5008 -5.9549 -21.5538
C -23.3026 -6.7911 -22.1152
O -23.5572 -6.8695 -23.4533
S -25.1814 -7.0891 -23.7984
O -25.3456 -8.5434 -23.9847
O -25.6557 -6.2484 -24.9093
O -25.6041 -6.5301 -22.2878
H -24.4041 -4.9381 -21.9344
H -24.6191 -5.9393 -20.4704
H -23.2895 -7.8289 -21.7822
H -22.3591 -6.2758 -21.9352
C -24.9462 -11.7482 -22.7612
C -25.1801 -10.2216 -22.6919
O -26.5363 -9.9448 -22.5092
S -27.2726 -11.1002 -21.5695
O -28.6227 -11.4065 -21.9959
O -26.9851 -10.8220 -20.1584
O -26.1771 -12.2732 -22.1315
H -24.1035 -12.1888 -22.2285
H -25.2050 -12.1589 -23.7372
H -24.7892 -9.8574 -23.6420
H -24.6619 -9.9287 -21.7788
C -19.9648 -6.0276 -19.2562
C -20.2823 -5.1044 -18.0911
O -21.7144 -4.8711 -18.1661
S -22.0796 -4.8009 -19.7329
O -21.4517 -3.5559 -20.2756
O -23.4746 -5.1294 -19.9927
O -21.1114 -6.1193 -20.0810
H -19.6314 -6.9645 -18.8101
H -19.1756 -5.6312 -19.8951
H -19.7701 -4.1434 -18.1359
H -19.9793 -5.5963 -17.1668
C -27.1874 -8.1210 -19.3325
C -27.0744 -9.1956 -18.2022
O -27.5311 -8.5992 -16.9919
S -27.8759 -7.0143 -17.1517
O -26.6432 -6.2266 -16.8229
O -29.1725 -6.6506 -16.5438
O -28.0425 -7.2167 -18.7936
H -27.5854 -8.6871 -20.1747
H -26.2266 -7.6560 -19.5532
H -26.0265 -9.4779 -18.1004
H -27.5389 -10.0444 -18.7041
C -22.9528 -6.3245 -16.4178
O -23.0923 -7.5449 -16.4896
N -22.9930 -5.5508 -15.3299
C -22.7541 -4.1616 -15.4686
C -23.5033 -6.1299 -14.0716
H -22.6137 -5.7646 -17.3032
H -22.0774 -3.8728 -14.6643
H -23.7191 -3.6566 -15.4260
H -22.3388 -3.8840 -16.4374
H -24.0674 -5.5500 -13.3411
H -23.8809 -7.1414 -14.2211
H -22.5485 -6.0930 -13.5471

Forces on atoms 1 to 6 (eV/Å):
0.1753 -0.8026 -1.2633
0.8660 -1.4743 2.7252
1.4570 2.0910 -3.1646
-2.3521 -1.7578 1.1132
1.3104 0.7550 3.1225
0.5170 -3.0868 -0.9395

## Properties
Energy = -133718.594 eV
ΔE to the lowest compared entry with this formula, charge and spin = 22.7423 eV
Orbital gap = 9.121 eV
Lowest unoccupied orbital energy = -0.295 eV



Look up the energy of the second one.
-73744.811 eV



Among the records above, which one has the lowest energy?
C19H16BrCrF5N4O3Te



Which of these has the lowest energy?
C19H16BrCrF5N4O3Te



The lowest energy belongs to which entry?
C19H16BrCrF5N4O3Te